Entry 1:
Here is C39H58N3OPPtSi as an isolated structure from the Open Molecules 2025 dataset. Energies are from ωB97M-V with the def2-TZVPD basis set.

Output
HOMO level = -6.78 eV
HOMO-LUMO gap = 7.325 eV
E_tot = -2510.695261 Ha
LUMO energy = 0.5458 eV

Each line ends with the Löwdin charge.
Geometry (Å):
Pt  0.7156  -0.5992  -1.7625  1.098
C  3.0616  2.0126  -1.8605  -0.037
C  1.7686  2.2667  -2.5865  -0.389
C  1.5923  3.3608  -3.4001  -0.067
C  0.3371  3.5371  -4.0057  -0.080
C  -0.6886  2.6619  -3.7765  -0.030
C  -0.5019  1.5377  -2.9159  -0.453
N  0.7812  1.3857  -2.3497  -0.059
N  -1.3618  0.5878  -2.6054  -0.071
Si  -3.0516  0.5553  -2.4604  0.321
C  -3.9356  0.0863  -4.0306  -0.187
C  -3.4294  -0.7643  -1.1797  -0.176
C  -3.7935  2.1572  -1.8610  -0.168
H  3.1488  2.6792  -0.9972  0.080
H  3.9249  2.1960  -2.5024  0.084
H  3.0978  0.9819  -1.5044  0.049
H  2.4063  4.0536  -3.5654  0.104
H  0.1849  4.3778  -4.6745  0.104
H  -1.6454  2.7828  -4.2705  0.099
H  -3.5292  -0.8419  -4.4475  0.026
H  -3.8263  0.8683  -4.7908  0.024
H  -5.0090  -0.0634  -3.8574  0.029
H  -3.6483  -1.7388  -1.6354  0.027
H  -4.3065  -0.4883  -0.5802  0.028
H  -2.5707  -0.8610  -0.5010  -0.011
H  -3.6229  2.9702  -2.5749  0.028
H  -3.3531  2.4590  -0.9035  0.008
H  -4.8754  2.0540  -1.7196  0.033
N  -0.1042  -2.4437  -1.6606  -0.030
C  0.7692  -3.5751  -1.5118  -0.241
C  0.5778  -4.4674  -0.4703  -0.033
C  1.4592  -5.5230  -0.3043  -0.087
C  2.5219  -5.6645  -1.1883  -0.083
C  2.6973  -4.7505  -2.2166  -0.025
C  1.8228  -3.6782  -2.4057  -0.136
C  2.0599  -2.6441  -3.4537  -0.192
C  2.6702  -3.0864  -4.6355  -0.066
C  3.1544  -2.2133  -5.5851  -0.100
C  3.0519  -0.8517  -5.3326  -0.091
C  2.4108  -0.3952  -4.1941  -0.102
C  1.8473  -1.2564  -3.2301  -0.247
H  -0.8497  -2.4355  -0.9709  0.087
H  -0.5124  -2.3725  -2.5944  0.120
H  -0.2617  -4.3361  0.2055  0.105
H  1.3209  -6.2239  0.5095  0.101
H  3.2289  -6.4752  -1.0670  0.101
H  3.5557  -4.8377  -2.8714  0.112
H  2.7638  -4.1544  -4.7968  0.105
H  3.6130  -2.5879  -6.4922  0.098
H  3.4514  -0.1347  -6.0415  0.101
H  2.3172  0.6666  -4.0680  0.067
O  -0.1436  -0.2163  0.2799  -0.447
P  -0.2702  0.5066  1.6041  0.836
C  -1.4115  -0.4891  2.5992  -0.335
C  -1.1364  -2.0025  2.5456  -0.193
C  -2.4292  -2.7718  2.8748  -0.179
C  -3.3042  -2.0266  3.8997  -0.196
C  -2.4439  -1.1709  4.8230  -0.190
C  -1.7612  -0.0373  4.0368  -0.179
C  1.4114  0.8436  2.2467  -0.313
C  2.4658  -0.0559  1.5612  -0.190
C  2.5730  -1.4328  2.2074  -0.185
C  2.8802  -1.3095  3.6981  -0.193
C  1.8120  -0.4823  4.4113  -0.193
C  1.6536  0.8977  3.7698  -0.178
C  -1.0801  2.1111  1.4351  -0.332
C  -0.5284  2.8563  0.2051  -0.196
C  -1.0196  4.2991  0.2113  -0.178
C  -0.4248  5.0865  1.3933  -0.183
C  -0.0789  4.1694  2.5774  -0.194
C  -1.0747  3.0159  2.7042  -0.170
H  -2.3050  -0.3363  1.9779  0.114
H  -0.3598  -2.2630  3.2660  0.098
H  -0.7569  -2.2879  1.5643  0.080
H  -2.1682  -3.7606  3.2605  0.110
H  -2.9980  -2.9381  1.9563  0.107
H  -3.9047  -2.7347  4.4719  0.108
H  -4.0168  -1.3757  3.3816  0.113
H  -1.6865  -1.7999  5.3030  0.114
H  -3.0419  -0.7442  5.6295  0.110
H  -0.8739  0.2924  4.5748  0.084
H  -2.4322  0.8230  3.9903  0.111
H  1.5594  1.8533  1.8530  0.095
H  3.4312  0.4571  1.6516  0.125
H  2.2492  -0.1503  0.4989  0.057
H  3.3382  -2.0229  1.6999  0.117
H  1.6286  -1.9710  2.0610  0.098
H  3.8476  -0.8046  3.8145  0.115
H  2.9825  -2.2915  4.1652  0.110
H  2.0501  -0.3684  5.4714  0.115
H  0.8613  -1.0207  4.3694  0.082
H  2.5868  1.4518  3.9215  0.123
H  0.8831  1.4787  4.2771  0.087
H  -2.1149  1.8372  1.1967  0.119
H  -0.8279  2.3244  -0.6898  0.075
H  0.5695  2.8480  0.1982  0.111
H  -2.1125  4.2954  0.2789  0.109
H  -0.7772  4.7821  -0.7368  0.111
H  -1.1313  5.8534  1.7203  0.107
H  0.4741  5.6180  1.0722  0.108
H  -0.0586  4.7422  3.5061  0.111
H  0.9318  3.7693  2.4548  0.098
H  -2.0767  3.4335  2.8411  0.122
H  -0.8750  2.4445  3.6096  0.073



Entry 2:
Here is C39H59BrF6N2P2Se3Te2W as an isolated structure from the Open Molecules 2025 dataset. Energies are from ωB97M-V with the def2-TZVPD basis set.

Output
<S²> = 0.7637
HOMO level (alpha / beta) = -15.85 / -15.86 eV
HOMO-LUMO gap (alpha / beta) = 5.168 / 4.678 eV
E_tot = -13293.547082 Ha
2S+1 = 2
charge = +3
LUMO energy (alpha / beta) = -10.6815 / -11.1821 eV

Each line ends with the Löwdin charge.
Geometry (Å):
W  -0.6376  1.2934  0.1226  0.963
Se  -1.2821  3.0228  1.8541  0.353
Te  -5.2364  2.4262  0.6324  0.632
Te  -2.9240  3.5900  0.0914  0.469
Se  -1.3785  2.8003  -1.7306  0.241
F  0.6694  0.9762  1.4111  -0.506
P  2.6081  2.6416  1.5725  0.376
F  3.0453  1.5537  0.5212  -0.102
F  3.5514  3.7777  1.2339  0.031
F  1.6233  3.2191  2.6285  -0.089
F  3.3238  1.8238  2.6676  -0.014
F  1.4175  3.0731  0.4327  -0.313
C  1.0326  3.9029  -4.6138  -0.096
C  2.5434  3.7270  -4.7114  -0.230
C  3.3109  4.3933  -3.5711  -0.158
C  3.1651  3.6799  -2.2225  -0.128
N  3.6991  2.3227  -2.2568  0.007
C  3.0289  1.1698  -2.1472  -0.514
Se  1.1624  1.0217  -1.8023  0.866
N  3.8462  0.1316  -2.3474  0.013
C  3.5267  -1.2904  -2.2653  -0.108
C  2.6328  -1.8100  -3.3940  -0.189
C  3.2501  -1.7541  -4.7944  -0.223
C  3.2796  -0.3507  -5.4021  -0.087
C  5.1178  0.6298  -2.5970  -0.138
C  6.3215  -0.0079  -2.8864  0.023
C  7.4230  0.7988  -3.0745  -0.027
C  7.3424  2.1943  -2.9624  -0.026
C  6.1530  2.8318  -2.6802  0.022
C  5.0294  2.0236  -2.5222  -0.123
H  0.5515  3.5318  -5.5173  0.086
H  0.7716  4.9548  -4.4967  0.088
H  0.6135  3.3445  -3.7697  -0.017
H  2.8789  4.1853  -5.6426  0.124
H  2.8005  2.6646  -4.7707  0.092
H  2.9554  5.4167  -3.4382  0.131
H  4.3648  4.4513  -3.8385  0.104
H  2.1111  3.6285  -1.9488  0.082
H  3.6994  4.2362  -1.4499  0.134
H  3.0510  -1.4703  -1.2997  0.102
H  4.4744  -1.8237  -2.2800  0.131
H  1.6986  -1.2418  -3.4117  0.062
H  2.3983  -2.8476  -3.1454  0.126
H  2.6441  -2.3942  -5.4372  0.116
H  4.2558  -2.1802  -4.7825  0.116
H  2.3320  0.1650  -5.2236  0.070
H  3.4322  -0.4115  -6.4778  0.088
H  4.0916  0.2562  -5.0004  0.060
H  6.3991  -1.0819  -2.9738  0.122
H  8.3751  0.3450  -3.3102  0.126
H  8.2357  2.7844  -3.1087  0.126
H  6.1133  3.9065  -2.5825  0.123
Br  -4.4964  -1.9829  -4.3872  0.872
C  -3.3628  -1.2821  -3.0496  -0.639
C  -3.8780  -0.4128  -2.0901  -0.113
C  -3.0231  0.0676  -1.1260  -0.292
C  -1.6392  -0.2097  -1.0475  -0.448
C  -1.1926  -1.1166  -2.0262  -0.150
C  -2.0233  -1.6537  -2.9929  -0.074
H  -4.9200  -0.1224  -2.0853  0.117
H  -3.4745  0.6545  -0.3292  -0.049
H  -0.1573  -1.4372  -2.0334  0.063
H  -1.6207  -2.3487  -3.7159  0.123
C  0.9201  -2.0679  0.5837  -0.212
C  -0.2036  -3.1066  0.6704  -0.163
C  -0.6990  -3.2676  2.1064  -0.172
C  -0.6741  -1.9583  2.8943  -0.395
C  0.7888  -1.4978  3.0592  -0.185
C  1.6873  -1.9654  1.8993  -0.162
P  -1.8095  -0.5910  2.2847  1.198
C  -1.8893  0.4932  3.8472  -0.435
C  -3.1254  1.4145  3.8346  -0.302
C  -4.3193  0.9869  4.6841  -0.190
C  -3.9122  0.6030  6.0992  -0.175
C  -2.8122  -0.4522  6.1020  -0.179
C  -1.6045  -0.0327  5.2698  -0.164
C  -3.4896  -1.4245  2.1445  -0.377
C  -3.8991  -2.3041  3.3435  -0.176
C  -4.9304  -3.3773  2.9554  -0.169
C  -5.9187  -2.9105  1.8963  -0.167
C  -5.2117  -2.3787  0.6349  -0.169
C  -3.7080  -2.2456  0.8615  -0.215
H  0.4900  -1.0871  0.3231  0.018
H  1.5994  -2.3345  -0.2269  0.095
H  0.1636  -4.0712  0.3188  0.129
H  -1.0323  -2.8160  0.0188  0.085
H  -0.0437  -3.9573  2.6437  0.138
H  -1.6916  -3.7149  2.1119  0.099
H  -1.0827  -2.1686  3.8836  0.097
H  1.1839  -1.9060  3.9910  0.131
H  0.8460  -0.4140  3.1735  0.082
H  2.0997  -2.9503  2.1237  0.129
H  2.5319  -1.2813  1.8014  0.110
H  -1.0212  1.1397  3.6465  0.031
H  -3.4788  1.5599  2.8083  -0.031
H  -2.8074  2.3948  4.2036  0.100
H  -4.8496  0.1548  4.2154  0.092
H  -5.0365  1.8108  4.6960  0.122
H  -4.7779  0.2499  6.6592  0.125
H  -3.5515  1.4968  6.6204  0.126
H  -3.2223  -1.3971  5.7434  0.094
H  -2.4766  -0.6326  7.1237  0.128
H  -0.8638  -0.8315  5.2705  0.099
H  -1.1407  0.8078  5.7959  0.134
H  -4.1829  -0.5719  2.0721  0.088
H  -4.3519  -1.6783  4.1067  0.083
H  -3.0420  -2.8019  3.7967  0.105
H  -5.4608  -3.7000  3.8511  0.128
H  -4.4072  -4.2642  2.5862  0.119
H  -6.5673  -2.1335  2.3122  0.117
H  -6.5883  -3.7334  1.6481  0.121
H  -5.6236  -1.4024  0.3539  0.100
H  -5.3877  -3.0548  -0.2034  0.122
H  -3.2535  -1.7805  -0.0023  0.058
H  -3.2670  -3.2360  0.9652  0.109



Q: Among the records above, which one has the lowest E_tot?
A: C39H59BrF6N2P2Se3Te2W